No. 1
A gas-phase ion, C9H14N3 (charge +1). Source: the Open Molecules 2025 dataset; level of theory: wB97M-V/def2-TZVPD.

Each line ends with the natural charge from an NBO analysis.
Positions of all 26 atoms, in Å:
C 2.9315 -0.1393 -1.1640  0.01
C 3.3129 0.3739 0.0521  0.00
C 1.0119 -0.9199 -0.1689  0.14
C 1.5184 -0.5165 1.0199  -0.03
C -0.3060 -1.6727 -0.4200  -0.46
C -1.4437 -1.4194 0.4782  -0.41
C -2.2157 -0.1355 0.0459  -0.27
C -0.9267 1.6320 -0.9189  -0.45
C -1.1697 1.4639 1.4359  0.11
N 1.7613 -0.7323 -1.2542  -0.39
N 2.6095 0.1884 1.1389  -0.37
N -1.3458 0.9349 0.2290  -0.24
H 3.5626 -0.1251 -2.0544  0.22
H 4.2046 0.9708 0.2230  0.21
H -0.5856 -1.3491 -1.4991  0.23
H -0.1053 -2.7560 -0.5321  0.26
H -2.1009 -2.4118 0.3058  0.26
H -1.2492 -1.3595 1.5086  0.21
H -2.6777 -0.2789 -0.9823  0.26
H -3.1977 0.0937 0.6019  0.25
H -1.7762 1.9008 -1.5462  0.25
H -0.5024 2.5824 -0.6111  0.23
H -0.2221 1.2667 -1.6429  0.27
H -1.7360 0.8979 2.2566  0.25
H 1.0050 -0.7079 1.9438  0.18
H -0.3568 2.2186 1.5543  0.26

Calculated values
2S+1 = 1
max |F| = 5.1 eV Å⁻¹
charge = +1
HOMO level = -12.7 eV
energy relative to the best compared isomer or geometry (same formula, charge and spin) = 59.2 kcal per mole

***

No. 2
A gas-phase ion, C9H14N3OS2 (charge -1). Source: the Open Molecules 2025 dataset; level of theory: wB97M-V/def2-TZVPD.

Each line ends with the natural charge from an NBO analysis.
Positions of all 29 atoms, in Å:
C -1.1388 -1.8027 0.5954  0.18
C -0.0712 -1.0023 -2.3490  -0.09
C 0.2302 -1.2240 1.1382  -0.12
C 0.9646 0.5159 -0.3722  0.01
C 0.8187 1.6321 -1.3651  -0.07
C -2.1792 -2.0854 1.6610  -0.64
C 0.3053 -1.2880 2.6233  -0.61
C -0.4460 2.4416 -1.0974  -0.63
C 2.0463 2.5030 -1.6529  -0.62
N -1.5536 -1.5910 -0.5955  -0.20
N -1.0085 -0.8353 -1.4898  -0.37
N 0.2062 0.1936 0.6513  0.09
O -0.4966 0.9897 1.3725  -0.59
S 0.8464 -2.4055 -2.5573  -0.46
S 0.4927 0.6106 -3.0545  0.11
H 1.0793 -1.9102 0.6006  0.25
H 1.6423 -0.3393 -0.5194  0.22
H -2.1582 -1.1580 2.4456  0.22
H -2.0003 -3.1356 2.0766  0.20
H -3.1410 -2.1629 1.2951  0.22
H -0.2947 -0.5939 3.0184  0.23
H 1.2644 -1.0955 2.8341  0.20
H 0.0581 -2.3192 3.1230  0.21
H -0.4627 3.0540 -0.2491  0.21
H -1.3341 1.7497 -1.2412  0.25
H -0.4945 3.1049 -1.8637  0.19
H 2.1497 2.6521 -2.7469  0.22
H 2.7839 2.0227 -1.1438  0.21
H 1.8915 3.4790 -1.1371  0.20

Calculated values
2S+1 = 1
max |F| = 4.7 eV Å⁻¹
charge = -1
HOMO level = -3.5 eV
energy relative to the best compared isomer or geometry (same formula, charge and spin) = 30.9 kcal per mole

***

No. 3
C9H14N4O3 in the gas phase. Source: the Open Molecules 2025 dataset; level of theory: wB97M-V/def2-TZVPD.

Each line ends with the natural charge from an NBO analysis.
Positions of all 30 atoms, in Å:
C -2.4894 -0.3444 -0.6374  -0.14
C -1.7511 -1.6247 -1.2180  0.69
C -2.2515 0.0088 0.8496  -0.65
C 0.4914 -0.4136 -0.7163  -0.16
C 1.6979 -0.5111 -1.6022  0.78
C 1.1475 -0.3831 0.7059  -0.43
C 1.1439 0.9485 1.4049  0.08
C 2.0432 1.0564 2.5445  -0.10
C 0.6882 2.7071 2.3935  0.16
H -4.1512 -1.4437 -0.7479  0.36
H -4.0429 -0.3138 -1.9912  0.37
H -2.1094 0.4531 -1.3807  0.20
H -1.1773 0.3202 1.0145  0.23
H -3.0542 0.8184 0.9399  0.24
H -2.6942 -0.7620 1.4759  0.22
H 0.1214 -2.1167 -1.5499  0.40
H -0.1107 0.5834 -0.8028  0.25
H 0.6848 -1.0584 1.3856  0.23
H 2.1568 -0.7700 0.5291  0.22
H 2.7365 0.2775 2.9830  0.22
H 0.1474 3.5882 2.6854  0.19
H 2.1494 2.7115 3.8948  0.43
H 3.3440 0.2640 -1.8922  0.49
N -3.9750 -0.5432 -0.9630  -0.82
N -0.3604 -1.5026 -1.0384  -0.64
N 0.3465 2.0473 1.3811  -0.46
N 1.7118 2.1886 3.1395  -0.52
O -2.2582 -2.4483 -1.9173  -0.59
O 1.8977 -1.3524 -2.4188  -0.59
O 2.5628 0.4824 -1.4797  -0.67

Calculated values
2S+1 = 1
max |F| = 6.1 eV Å⁻¹
HOMO level = -8.6 eV
energy relative to the best compared isomer or geometry (same formula, charge and spin) = 70.5 kcal per mole

***

No. 4
2 unconnected molecules or ions with the total composition C9H14NO2. Source: the Open Molecules 2025 dataset; level of theory: wB97M-V/def2-TZVPD.

Each line ends with the natural charge from an NBO analysis.
Positions of all 26 atoms, in Å:
C -3.4738 0.3295 0.4921  -0.18
C -2.9027 1.0623 -0.5420  -0.20
C -2.7251 -0.7092 1.0349  -0.19
C -1.6532 0.7411 -1.0077  0.01
C -1.4740 -0.9904 0.5492  -0.02
C 3.0927 1.0837 0.1541  -0.74
C 1.0163 -1.8405 -0.6286  -0.13
C 0.2989 -0.5776 -0.9750  -0.21
C 1.7326 1.1193 0.6947  0.43
N -0.9294 -0.2899 -0.4865  -0.25
O 1.4084 -1.8350 0.7407  -0.76
O 0.9314 2.1436 0.5780  -0.58
H -4.4594 0.5588 0.8582  0.24
H -3.4350 1.8816 -0.9973  0.25
H -3.1180 -1.3015 1.8454  0.25
H -1.1998 1.2737 -1.8283  0.22
H -0.8671 -1.7685 0.9788  0.25
H 3.4431 0.0610 0.0537  0.27
H 3.1813 1.6143 -0.7943  0.24
H 3.7620 1.5780 0.8700  0.27
H 0.3653 -2.7099 -0.8189  0.18
H 1.8983 -1.9287 -1.2722  0.20
H 0.6010 -0.0422 -1.8579  0.21
H 1.3936 0.3744 1.4021  0.23
H 1.8292 -2.6757 0.9507  0.49
H 1.2835 2.8480 0.0062  0.51

Calculated values
2S+1 = 1
max |F| = 2.7 eV Å⁻¹
charge = +1
HOMO level (alpha / beta) = -10.6 / -10.6 eV
energy relative to the best compared isomer or geometry (same formula, charge and spin) = 29.9 kcal per mole

***

No. 5
2 unconnected molecules or ions with the total composition C9H14O. Source: the Open Molecules 2025 dataset; level of theory: wB97M-V/def2-TZVPD.

Each line ends with the natural charge from an NBO analysis.
Positions of all 24 atoms, in Å:
C -1.5183 -0.0349 1.6926  -0.07
C -2.7984 -0.8434 1.7716  -0.65
O -1.4634 0.9403 2.7714  -0.75
H -0.5881 -0.6011 1.7651  0.19
H -1.4967 0.5969 0.8121  0.19
H -2.9163 -1.2713 2.7616  0.19
H -2.1878 0.8220 3.3875  0.45
H -2.7839 -1.6081 1.0021  0.22
H -3.6267 -0.1808 1.5266  0.20
C 0.2787 1.9701 -0.4075  -0.64
C 2.6509 -1.0239 -0.6954  -0.29
C 2.0709 0.1751 -0.1777  -0.45
C 2.2687 -1.5732 -1.8918  -0.25
C 0.9742 0.7271 -0.9028  -0.03
C 1.1814 -0.9960 -2.6248  -0.43
C 0.5870 0.1990 -2.1167  -0.34
H 3.4482 -1.5275 -0.1432  0.17
H 2.2778 0.5663 0.8078  0.18
H 2.7792 -2.4445 -2.3004  0.18
H 0.7253 -1.5645 -3.4300  0.17
H 0.5836 2.8501 -0.9865  0.19
H 0.4567 2.1986 0.6453  0.20
H -0.1105 0.7827 -2.7136  0.17
H -0.7924 1.8412 -0.5532  0.19

Calculated values
2S+1 = 2
max |F| = 1.3 eV Å⁻¹
charge = -1
expectation value of S² = 0.7605
HOMO level (alpha / beta) = 0.9 / -3.3 eV
energy relative to the best compared isomer or geometry (same formula, charge and spin) = 14.3 kcal per mole

***

No. 6
2 unconnected molecules or ions with the total composition C9H14O. Source: the Open Molecules 2025 dataset; level of theory: wB97M-V/def2-TZVPD.

Each line ends with the natural charge from an NBO analysis.
Positions of all 24 atoms, in Å:
C 1.1960 0.8942 -1.5855  -0.11
C 2.2288 1.9443 -2.0979  -0.65
O 1.8242 -0.2027 -0.8713  -0.73
H 0.7075 1.4042 -0.7589  0.22
H 0.6622 0.4636 -2.4269  0.16
H 2.9887 2.0141 -1.3270  0.22
H 1.7164 -0.9881 -1.4175  0.45
H 1.6792 2.8074 -2.4696  0.20
H 2.7348 1.6252 -3.0291  0.18
C -1.5453 -2.7604 1.3416  -0.62
C 0.2917 0.4876 1.5768  -0.37
C 0.1064 -0.8661 1.5299  -0.22
C -0.7845 1.3864 1.1036  -0.34
C -1.0593 -1.3975 0.9432  -0.12
C -1.8121 0.8507 0.4042  -0.24
C -1.8490 -0.5604 0.1171  -0.45
H 1.0387 1.0989 2.0833  0.18
H 0.7011 -1.6295 2.0226  0.17
H -0.6223 2.4624 1.1169  0.18
H -2.5775 1.4878 -0.0219  0.17
H -0.7334 -3.4848 1.5895  0.18
H -2.0820 -3.3197 0.5510  0.17
H -2.5637 -1.0605 -0.5500  0.17
H -2.2462 -2.6571 2.1761  0.19

Calculated values
2S+1 = 2
max |F| = 3.2 eV Å⁻¹
charge = -1
expectation value of S² = 0.7605
HOMO level (alpha / beta) = 0.8 / -3.1 eV
energy relative to the best compared isomer or geometry (same formula, charge and spin) = 35.8 kcal per mole

***

No. 7
2 unconnected molecules or ions with the total composition C9H14O. Source: the Open Molecules 2025 dataset; level of theory: wB97M-V/def2-TZVPD.

Each line ends with the natural charge from an NBO analysis.
Positions of all 24 atoms, in Å:
C -0.4728 -2.9793 -1.1812  -0.62
C -0.7081 0.7749 -0.6796  -0.30
C -0.2079 -0.5110 -0.8907  -0.18
C -2.0562 0.9515 -0.4268  0.30
C -1.0492 -1.6173 -0.9051  -0.06
C -2.9170 -0.1351 -0.4286  -0.27
C -2.4009 -1.3980 -0.6795  -0.18
O -2.6132 2.1714 -0.1901  -0.67
H -0.0381 1.6240 -0.6994  0.21
H 0.8333 -0.5980 -1.1660  0.21
H -1.9227 2.8532 -0.1185  0.48
H -3.9692 0.0146 -0.2614  0.22
H -1.2242 -3.7426 -1.3332  0.21
H 0.2004 -3.3604 -0.4087  0.22
H -3.0659 -2.2572 -0.7087  0.21
H 0.0912 -2.9414 -2.1165  0.21
C 2.3093 0.9580 2.0418  -0.62
C 3.0702 1.8158 1.0306  -0.61
H 1.9590 1.5371 2.8849  0.21
H 1.4122 0.5741 1.5603  0.21
H 2.8851 0.1210 2.4030  0.21
H 3.1590 2.8572 1.3277  0.20
H 2.6224 1.7940 0.0380  0.20
H 4.1034 1.4936 0.9076  0.21

Calculated values
2S+1 = 1
max |F| = 0.8 eV Å⁻¹
HOMO level = -8.4 eV
energy relative to the best compared isomer or geometry (same formula, charge and spin) = 5.2 kcal per mole

***

No. 8
2 unconnected molecules or ions with the total composition C9H14O. Source: the Open Molecules 2025 dataset; level of theory: wB97M-V/def2-TZVPD.

Each line ends with the natural charge from an NBO analysis.
Positions of all 24 atoms, in Å:
C 3.0258 0.5309 0.2698  -0.63
C -0.4827 -0.9141 -1.4868  0.30
C -0.3085 0.4465 -1.5727  -0.31
C 0.1711 -1.7887 -0.5757  -0.26
C 0.8920 0.9881 -1.0810  -0.18
C 1.2766 -1.1954 0.0671  -0.18
C 1.7046 0.1387 -0.3494  -0.05
O -1.4791 -1.5473 -2.1714  -0.69
H -0.7182 1.1190 -2.2299  0.22
H -2.1667 -0.9668 -2.4956  0.48
H 0.0524 -2.8776 -0.4002  0.24
H 1.1771 1.9315 -1.1621  0.20
H 1.8842 -1.8181 0.6793  0.21
H 2.9923 0.9324 1.2611  0.22
H 3.6478 1.2556 -0.3359  0.21
H 3.7773 -0.3608 0.3013  0.21
C -1.7142 -0.0220 1.9838  -0.63
C -2.0641 1.0639 0.9185  -0.62
H -1.2815 0.5704 2.8450  0.21
H -2.6773 -0.5502 2.2242  0.21
H -1.0007 -0.7921 1.6683  0.22
H -1.5439 1.9965 0.9627  0.21
H -3.2296 1.2232 0.8416  0.20
H -1.9347 0.6362 -0.1619  0.21

Calculated values
2S+1 = 1
max |F| = 5.9 eV Å⁻¹
HOMO level = -8.2 eV
energy relative to the best compared isomer or geometry (same formula, charge and spin) = 47.9 kcal per mole